C5H8F2O2S | ωB97M-V/def2-TZVPD

Geometry as XYZ:
```
18
Properties=species:S:1:pos:R:3:mulliken_charge:R:1
F -2.471 0.629 -0.543 -0.23
C -1.482 0.237 1.624 0.00
H 2.286 -1.242 -1.701 0.29
H -0.231 1.380 2.841 0.22
H -0.758 -1.349 -1.628 0.41
C -2.122 -0.168 0.476 0.33
H -1.426 -0.595 2.251 0.31
C -0.063 -1.154 -0.834 -0.93
C 2.368 -0.144 -1.648 -1.01
O 1.439 0.032 0.866 -0.63
H -0.921 2.236 1.108 0.37
H 3.369 0.084 -1.056 0.28
F -2.825 -1.261 0.443 -0.23
H 2.496 0.221 -2.592 0.39
C -0.766 1.415 1.797 -0.62
H -0.246 -1.955 -0.064 0.34
S 0.990 0.170 -0.513 1.32
O 0.364 1.463 -0.828 -0.64
```

HOMO-LUMO gap (spin up / spin down) = 6.502 / 8.862 eV
Highest occupied orbital energy (spin up / spin down) = -7.75 / -9.17 eV
E_LUMO (spin up / spin down) = -1.2460 / -0.3105 eV